1.
A structure of composition C37H46BiF3N4O2P2S4 at a distorted geometry, computed with the ωB97M-V functional and the def2-TZVPD basis.

```
99
Properties=species:S:1:pos:R:3
Bi -13.29 -14.53 -1.50
O -12.66 -16.21 0.20
S -11.59 -17.30 0.46
C -12.20 -18.87 -0.22
C -13.34 -19.57 0.44
C -14.63 -18.82 0.29
C -15.17 -18.97 -1.11
S -15.93 -17.45 -1.73
O -14.75 -16.47 -1.59
C -17.05 -17.12 -0.43
C -18.16 -17.95 -0.29
C -18.94 -17.87 0.83
C -18.54 -17.04 1.88
C -17.49 -16.14 1.69
C -16.72 -16.16 0.48
C -11.50 -17.64 2.17
C -10.63 -18.59 2.62
C -10.56 -18.91 3.99
C -11.42 -18.22 4.85
C -12.24 -17.19 4.39
C -12.29 -16.91 3.05
H -11.27 -19.50 -0.26
H -12.42 -18.56 -1.24
H -13.21 -19.58 1.52
H -13.36 -20.59 0.02
H -14.42 -17.80 0.53
H -15.36 -19.14 1.01
H -15.89 -19.78 -1.27
H -14.32 -19.02 -1.78
H -18.42 -18.74 -1.00
H -19.82 -18.51 0.87
H -19.15 -16.95 2.76
H -17.27 -15.43 2.50
H -15.88 -15.52 0.27
H -9.95 -19.12 1.96
H -9.83 -19.67 4.37
H -11.33 -18.36 5.94
H -12.85 -16.58 5.07
H -12.96 -16.16 2.67
C -8.13 -17.70 -3.54
P -9.53 -17.03 -2.53
C -8.63 -15.83 -1.43
C -10.06 -15.69 -3.65
C -11.06 -16.10 -4.74
P -12.61 -16.76 -3.99
C -13.72 -16.78 -5.45
C -12.48 -18.57 -3.97
H -7.46 -16.94 -3.95
H -8.52 -18.33 -4.37
H -7.56 -18.34 -2.84
H -7.94 -15.22 -2.01
H -8.10 -16.36 -0.63
H -9.45 -15.23 -0.96
H -9.16 -15.19 -4.05
H -10.52 -14.97 -2.98
H -10.67 -16.88 -5.44
H -11.42 -15.22 -5.28
H -13.23 -17.40 -6.20
H -13.83 -15.81 -5.93
H -14.73 -17.12 -5.27
H -11.86 -18.95 -4.83
H -13.45 -19.00 -3.97
H -11.99 -18.94 -3.06
C -8.71 -11.58 -1.07
N -9.44 -11.92 -2.29
C -8.85 -11.93 -3.56
C -9.80 -12.21 -4.46
N -11.00 -12.32 -3.71
C -10.73 -12.12 -2.38
S -11.76 -12.27 -1.07
C -12.31 -12.19 -4.33
C -12.47 -11.26 -5.33
C -13.72 -11.22 -5.89
C -14.71 -12.10 -5.44
C -14.44 -13.02 -4.46
N -13.27 -12.99 -3.82
H -7.73 -12.03 -1.00
H -9.28 -11.88 -0.21
H -8.58 -10.48 -0.95
H -7.77 -11.82 -3.70
H -9.82 -12.34 -5.49
H -11.66 -10.65 -5.72
H -13.92 -10.54 -6.68
H -15.74 -12.00 -5.88
H -15.14 -13.82 -4.17
F -17.13 -11.05 -0.10
C -17.23 -11.83 1.04
F -17.62 -11.03 2.00
F -18.16 -12.74 0.78
C -15.88 -12.43 1.38
C -15.41 -12.46 2.67
C -14.14 -12.96 2.96
C -13.45 -13.49 1.91
N -13.93 -13.53 0.68
C -15.12 -13.00 0.37
S -15.58 -13.19 -1.28
H -16.00 -12.08 3.48
H -13.75 -12.85 3.97
H -12.43 -13.89 2.00
```

- Total charge: +2
- Electronic energy: -4596.21201 a.u.
- E_HOMO: -12.88 eV
- Orbital gap: 8.001 eV
- Energy relative to the best compared isomer or geometry (same formula, charge and spin): 1.0588 eV
- M: 1034.99 g mol⁻¹

These are the Mulliken partial charges, in e, on atoms 1 to 8: Bi 2.888; O -0.900; S 0.602; C 1.041; C -1.477; C 0.056; C -0.412; S -0.172


2.
A structure of composition Cl3NaO12 at a distorted geometry, computed with the ωB97M-V functional and the def2-TZVPD basis.

```
16
Properties=species:S:1:pos:R:3
Na 1.60 -0.87 -0.44
Cl 0.48 -0.18 2.78
O 1.43 0.84 3.14
O 1.16 -1.25 2.07
O -0.11 -0.72 3.97
O -0.53 0.37 1.92
Cl -1.35 -2.39 -1.25
O -0.76 -1.23 -1.88
O -0.24 -3.11 -0.65
O -2.31 -2.02 -0.27
O -1.98 -3.21 -2.23
Cl 0.52 2.76 -1.43
O -0.77 2.92 -0.78
O 1.21 4.02 -1.36
O 1.28 1.71 -0.76
O 0.37 2.36 -2.82
```

- Total charge: -2
- Electronic energy: -2445.13875 a.u.
- E_HOMO: -3.78 eV
- Orbital gap: 7.605 eV
- Energy relative to the best compared isomer or geometry (same formula, charge and spin): 0.0798 eV
- M: 321.34 g mol⁻¹

These are the Mulliken partial charges, in e, on atoms 1 to 8: Na 0.854; Cl 1.703; O -0.662; O -0.715; O -0.700; O -0.577; Cl 1.790; O -0.672


3.
The molecule C2H3NOS3 at a distorted geometry, computed with the ωB97M-V functional and the def2-TZVPD basis.

```
10
Properties=species:S:1:pos:R:3
C -0.21 0.57 0.28
C 0.70 -0.57 -0.20
N 1.11 -1.59 0.42
O -2.16 -0.74 -1.06
S -1.38 0.34 1.64
S -1.94 0.52 -0.40
S 0.64 2.09 0.16
H 1.07 -0.33 -1.19
H 0.87 -1.98 1.25
H 1.31 1.68 -0.90
```

- Electronic energy: -1402.48950 a.u.
- E_HOMO: -9.33 eV
- Orbital gap: 9.065 eV
- Energy relative to the best compared isomer or geometry (same formula, charge and spin): 1.7214 eV
- M: 153.25 g mol⁻¹

These are the Mulliken partial charges, in e, on atoms 1 to 8: C 0.410; C -0.157; N -0.604; O -0.483; S -0.171; S 0.424; S -0.161; H 0.370


The highest E_HOMO belongs to which entry?
Cl3NaO12